1.
C12H40N2O7 | ωB97M-V with the def2-TZVPD basis set

Each line ends with the Löwdin charge.
Positions of all 61 atoms, in Å:
H: 4.03 3.34 -4.65  0.074
H: -8.04 1.38 -0.64  0.058
C: 0.22 -4.71 0.00  -0.095
O: -6.87 0.10 0.43  -0.452
O: -0.13 5.07 1.84  -0.440
O: -4.56 3.28 4.42  0.363
H: -2.55 0.49 -6.50  0.032
H: 3.21 0.95 -4.21  0.068
C: -9.14 -0.35 -0.37  -0.139
H: 5.74 3.49 -4.35  0.083
H: -4.80 2.66 3.73  0.182
C: 1.73 5.79 3.38  -0.144
O: -1.85 0.10 -5.98  -0.062
C: 7.65 -0.39 -2.21  -0.119
H: -2.62 -5.78 3.82  0.072
H: 4.52 3.60 -2.97  0.085
H: -1.35 -6.71 3.28  0.071
H: -9.58 -0.11 0.60  0.052
O: 6.55 0.05 -2.97  -0.210
H: -1.46 -6.34 4.98  0.074
H: -2.49 -3.68 4.14  0.056
H: 1.77 4.50 1.64  0.062
H: -9.83 0.00 -1.13  0.042
H: -2.58 0.64 -0.74  0.174
C: 6.24 1.44 -2.80  -0.184
H: -1.46 -0.55 -6.56  0.030
C: 4.81 3.14 -3.91  -0.074
O: -0.58 -4.78 1.21  -0.201
H: 0.22 -3.64 -0.21  0.076
H: 7.34 -0.43 -1.16  0.086
H: 0.63 -5.70 2.52  0.117
C: -1.55 -5.90 3.98  -0.066
H: 0.97 -3.95 2.38  0.124
H: 1.94 4.93 4.02  0.044
H: -4.00 3.99 4.10  0.180
H: -1.58 0.67 -1.94  0.183
C: 5.04 1.66 -3.76  -0.472
C: -0.73 -4.65 3.65  -0.405
H: -0.31 -5.16 -0.84  0.080
H: 7.97 -1.38 -2.53  0.086
H: 5.53 1.40 -4.69  0.127
C: -7.75 0.33 -0.59  -0.576
H: 2.65 6.37 3.28  0.053
H: -2.27 -3.64 2.73  0.059
H: -9.02 -1.42 -0.52  0.048
N: -1.68 -3.53 3.55  0.007
H: 5.94 1.67 -1.78  0.126
H: -4.23 2.98 5.27  0.183
H: 0.94 6.33 3.90  0.052
H: 7.19 1.95 -2.96  0.123
H: -1.38 1.53 -0.62  0.181
H: 1.49 6.16 1.35  0.064
H: -7.27 -0.04 -1.50  0.062
H: 4.12 -0.11 -3.32  0.066
C: 0.19 -4.70 2.43  -0.182
C: 1.20 5.35 2.03  -0.601
N: 3.87 0.86 -3.45  0.053
H: 8.54 0.24 -2.26  0.082
H: -0.18 -4.39 4.55  0.129
H: 1.24 -5.10 -0.07  0.085
O: -1.66 0.69 -0.99  0.370

Values from the calculation:
HOMO-LUMO gap, Ha: 0.112
Charge: 0
Molar mass, g mol⁻¹: 324.459

---

2.
C3H2O3S2 | ωB97M-V with the def2-TZVPD basis set

Each line ends with the Löwdin charge.
Positions of all 10 atoms, in Å:
O: 2.26 -0.65 -0.64  -0.081
S: 1.12 1.73 -0.07  0.900
C: -1.35 0.36 0.12  -0.905
C: 0.19 0.42 0.06  -0.661
C: 1.01 -0.93 0.05  -0.469
S: -2.05 -0.93 -0.45  0.862
O: 0.63 -1.75 0.89  0.064
H: 2.96 -1.45 -0.54  0.183
H: -2.89 1.57 0.39  0.178
O: -1.86 1.62 0.20  -0.072

Values from the calculation:
HOMO-LUMO gap, Ha: 0.265
Charge: 0
Molar mass, g mol⁻¹: 150.180

---

Going through the records in order, we get E_tot values of -30390.0967 -30953.8688 eV.